No. 1
The following is a quantum chemistry calculation of C5H13NO in the gas phase in a non-equilibrium geometry, from the OMol25 dataset.

Values from the calculation:
Relative energy (zero: lowest compared OMol25 entry of this formula, charge and spin)   4.049 eV
E_LUMO   0.933 eV
Max |F|   5.69 eV Å⁻¹
Structure (SMILES)   CC(C)(C)CON
Electronic energy   -328.170033 hartree
Frontier orbital gap   0.349 Eh

Geometry as ORCA input:
```
! RIJCOSX wB97M-V def2-TZVPD def2/J DEFGRID3
* xyz 0 1
C 1.838 0.084 -0.919
C 0.554 -0.011 -0.013
C 0.386 -1.412 0.449
C 0.709 0.885 1.201
C -0.545 0.578 -0.853
O -2.019 0.790 0.050
N -2.680 -0.417 0.116
H 1.770 -0.393 -1.840
H 2.687 -0.199 -0.372
H 1.949 1.201 -1.061
H 1.258 -1.674 1.020
H -0.475 -1.435 1.061
H 0.257 -2.075 -0.452
H -0.117 0.778 1.806
H 0.686 1.857 0.807
H 1.537 0.808 1.797
H -0.848 -0.077 -1.583
H -0.410 1.492 -1.276
H -3.217 -0.380 -0.752
H -3.320 -0.401 0.812
*
```

=====

No. 2
The following is a quantum chemistry calculation of a molecular structure, C58H70N2O10Sn, from the OMol25 dataset.

Values from the calculation:
Relative energy (zero: lowest compared OMol25 entry of this formula, charge and spin)   0.000 eV
E_LUMO   3.780 eV
Max |F|   0.40 eV Å⁻¹
Electronic energy   -3328.602498 hartree
Frontier orbital gap   0.214 Eh

Geometry as ORCA input:
```
! RIJCOSX wB97M-V def2-TZVPD def2/J DEFGRID3
* xyz -2 1
Sn -1.814 1.675 0.848
C 0.073 1.962 4.069
O -0.196 1.129 2.952
C 0.726 0.125 2.754
C 0.419 -1.168 3.151
C -0.928 -1.525 3.744
C -1.761 -2.330 2.777
C -1.972 -3.684 2.966
C -2.702 -4.473 2.072
C -3.229 -3.821 0.959
C -3.032 -2.467 0.724
C -3.514 -1.798 -0.544
C -2.353 -1.681 -1.514
C -1.695 -2.836 -1.913
C -0.516 -2.814 -2.647
C 0.014 -1.570 -2.970
C -0.626 -0.387 -2.616
C 0.012 0.942 -2.954
C 1.261 1.242 -2.162
C 2.453 1.567 -2.783
C 3.596 1.950 -2.071
C 3.475 2.013 -0.684
C 2.297 1.690 -0.022
C 2.164 1.782 1.478
C 1.912 0.418 2.081
C 2.822 -0.606 1.883
C 2.572 -1.913 2.297
C 1.357 -2.173 2.914
C 3.609 -2.997 2.005
C 3.840 -3.076 0.490
C 3.161 -4.375 2.495
C 4.933 -2.648 2.696
C 1.166 1.259 -0.747
O 0.069 0.913 -0.153
C 4.874 2.316 -2.822
C 6.027 2.645 -1.872
C 5.318 1.146 -3.712
C 4.623 3.546 -3.708
C -1.828 -0.458 -1.918
O -2.453 0.714 -1.570
C -3.707 0.974 -2.210
C 0.173 -4.135 -2.985
C 0.548 -4.847 -1.679
C 1.445 -3.931 -3.809
C -0.779 -5.033 -3.787
C -2.291 -1.677 1.636
O -2.121 -0.408 1.444
C -2.907 -5.959 2.353
C -3.744 -6.139 3.628
C -3.629 -6.667 1.205
C -1.550 -6.650 2.548
H 1.093 2.357 4.023
H -0.055 1.396 5.001
H -0.624 2.792 4.009
H -1.456 -0.612 4.018
H -0.771 -2.119 4.651
H -1.544 -4.138 3.858
H -3.806 -4.373 0.225
H -3.914 -0.812 -0.299
H -4.315 -2.392 -0.996
H -2.098 -3.781 -1.567
H 0.960 -1.486 -3.493
H -0.722 1.733 -2.774
H 0.266 0.955 -4.020
H 2.480 1.538 -3.870
H 4.316 2.328 -0.075
H 1.340 2.456 1.728
H 3.080 2.211 1.898
H 3.726 -0.372 1.329
H 1.087 -3.182 3.203
H 2.911 -3.322 -0.020
H 4.583 -3.844 0.253
H 4.190 -2.124 0.090
H 2.250 -4.701 1.990
H 2.974 -4.376 3.571
H 3.944 -5.109 2.285
H 5.303 -1.674 2.372
H 5.696 -3.398 2.463
H 4.802 -2.613 3.780
H 6.250 1.803 -1.215
H 5.796 3.510 -1.248
H 6.927 2.875 -2.450
H 5.501 0.257 -3.106
H 6.237 1.397 -4.251
H 4.552 0.894 -4.447
H 4.318 4.398 -3.096
H 3.826 3.351 -4.427
H 5.527 3.820 -4.263
H -4.031 0.097 -2.776
H -3.576 1.821 -2.890
H -4.435 1.224 -1.442
H 1.222 -4.227 -1.091
H 1.043 -5.802 -1.887
H -0.334 -5.042 -1.066
H 2.196 -3.369 -3.252
H 1.237 -3.395 -4.738
H 1.874 -4.903 -4.066
H -1.692 -5.241 -3.228
H -0.297 -5.987 -4.019
H -1.063 -4.551 -4.725
H -4.723 -5.673 3.507
H -3.256 -5.666 4.482
H -3.887 -7.200 3.857
H -4.630 -6.261 1.051
H -3.728 -7.732 1.433
H -3.075 -6.569 0.269
H -1.006 -6.230 3.395
H -0.927 -6.524 1.659
H -1.684 -7.722 2.730
O -0.966 6.432 2.193
C -1.378 5.250 2.204
O -0.710 4.194 2.202
C -2.913 5.097 2.138
C -3.738 6.160 2.492
C -5.112 5.988 2.420
C -5.621 4.784 1.963
C -4.727 3.780 1.602
N -3.413 3.938 1.715
C -5.254 2.452 1.021
O -6.487 2.339 0.956
O -4.384 1.611 0.660
H -3.279 7.088 2.803
H -5.782 6.793 2.707
H -6.679 4.588 1.863
O 0.000 3.852 -0.955
C -1.092 4.426 -1.431
O -2.182 3.923 -1.327
C -0.869 5.777 -2.109
N 0.567 6.024 -2.320
C 0.921 7.339 -1.771
C -0.064 7.498 -0.623
C -1.356 6.937 -1.215
H -1.436 5.740 -3.043
H 0.849 5.898 -3.281
H 0.756 4.421 -1.212
H 0.785 8.142 -2.511
H 1.963 7.346 -1.447
H -0.168 8.531 -0.294
H 0.229 6.903 0.243
H -1.848 7.688 -1.839
H -2.060 6.607 -0.454
*
```

=====

No. 3
The following is a quantum chemistry calculation of a molecular structure, C28H22HgN7S4Sb in a non-equilibrium geometry, from the OMol25 dataset.

Values from the calculation:
Relative energy (zero: lowest compared OMol25 entry of this formula, charge and spin)   0.115 eV
E_LUMO   4.386 eV
Max |F|   4.05 eV Å⁻¹
Electronic energy   -3449.967103 hartree
Frontier orbital gap   0.210 Eh

Geometry as ORCA input:
```
! RIJCOSX wB97M-V def2-TZVPD def2/J DEFGRID3
* xyz -2 1
Hg 3.268 -1.265 2.397
N 2.129 2.067 3.638
C 1.493 1.319 2.590
S 1.284 -0.435 3.146
N 0.226 2.025 2.366
N -0.376 1.454 1.380
C -1.572 1.802 0.988
C -2.362 2.893 1.601
C -1.972 3.316 2.904
C -2.684 4.362 3.454
C -3.654 5.060 2.725
C -4.085 4.578 1.565
C -3.427 3.492 0.961
C -1.856 1.173 -0.331
C -0.845 0.410 -1.041
C -1.076 -0.076 -2.270
C -2.369 0.130 -2.866
C -3.283 0.827 -2.169
N -3.061 1.292 -0.939
H 3.100 1.835 3.816
H 1.860 3.057 3.430
H -1.141 2.788 3.427
H -2.307 4.736 4.456
H -4.105 5.944 3.248
H -4.823 5.098 0.967
H -3.783 3.057 0.029
H 0.224 0.363 -0.655
H -0.319 -0.582 -2.837
H -2.586 -0.376 -3.816
H -4.287 0.944 -2.580
C 3.350 0.432 -4.352
C 3.296 0.775 -3.036
C 2.926 -0.175 -2.043
C 2.564 -1.467 -2.483
N 2.551 -1.811 -3.762
C 2.946 -0.908 -4.625
C 2.212 -2.423 -1.424
C 3.181 -3.131 -0.723
C 2.785 -3.905 0.360
C 1.456 -4.127 0.581
C 0.550 -3.376 -0.130
N 0.924 -2.573 -1.142
C -0.933 -3.474 -0.036
C -1.606 -2.441 0.696
C -3.004 -2.426 0.638
C -3.707 -3.368 -0.169
C -2.902 -4.248 -0.922
N -1.580 -4.345 -0.788
H 3.423 1.222 -5.110
H 3.579 1.777 -2.649
H 3.063 0.060 -1.031
H 3.050 -1.299 -5.620
H 4.172 -2.962 -1.048
H 3.526 -4.493 0.884
H 1.062 -4.838 1.349
H -1.026 -1.598 1.094
H -3.484 -1.630 1.107
H -4.772 -3.322 -0.297
H -3.379 -4.924 -1.617
S 5.572 2.181 3.237
Sb 4.872 1.311 1.218
S 5.327 -1.178 1.301
S 2.396 1.392 0.960
*
```

=====

No. 4
The following is a quantum chemistry calculation of a molecular structure, C30H26BrCrN9O4S in a non-equilibrium geometry, from the OMol25 dataset.

Values from the calculation:
Relative energy (zero: lowest compared OMol25 entry of this formula, charge and spin)   13.547 eV
E_LUMO (spin up / spin down)   4.059 / 4.094 eV
Max |F|   7.71 eV Å⁻¹
Electronic energy   -5968.727008 hartree
Frontier orbital gap (spin up / spin down)   0.179 / 0.178 Eh

Geometry as ORCA input:
```
! RIJCOSX wB97M-V def2-TZVPD def2/J DEFGRID3
* xyz -2 5
Cr 0.397 -0.054 -1.586
S -1.857 4.022 0.305
C -0.954 3.356 1.596
C -0.285 2.237 1.221
C -0.465 1.841 -0.169
C -1.302 2.759 -0.741
C -1.699 2.655 -2.141
C -2.544 3.548 -2.769
C -2.864 3.317 -4.128
C -2.331 2.260 -4.784
C -1.399 1.382 -4.051
N -1.120 1.581 -2.684
H -0.966 3.821 2.570
H 0.328 1.701 1.925
H -2.961 4.385 -2.226
H -3.548 3.989 -4.640
H -2.569 2.040 -5.818
H -0.891 0.278 -4.658
N 0.166 1.783 -7.171
N 0.132 0.911 -6.064
N -0.133 -0.407 -6.200
C -0.132 -0.933 -5.028
N 0.113 0.124 -3.956
N 0.276 1.434 -4.701
H -0.322 1.282 -7.908
H -0.429 2.571 -6.918
H -0.249 -1.969 -4.784
O 1.631 -1.262 -0.860
C 0.904 3.997 4.884
C 0.758 2.497 4.878
C -0.473 1.886 5.071
C -0.607 0.507 5.011
C 0.490 -0.305 4.738
N 0.294 -1.690 4.670
C 1.194 -2.697 4.307
O 1.130 -3.787 4.878
N 2.097 -2.420 3.345
C 2.033 -1.570 2.180
C 3.263 -1.377 1.482
C 3.333 -0.595 0.394
C 2.019 0.000 -0.105
N 0.807 -0.133 0.699
C 0.894 -0.948 1.743
C 1.736 0.299 4.566
C 1.852 1.676 4.628
H 0.045 4.473 5.359
H 0.983 4.383 3.865
H 1.799 4.302 5.431
H -1.352 2.493 5.257
H -1.584 0.058 5.147
H -0.486 -2.058 5.186
H 2.828 -3.113 3.321
H 4.166 -1.855 1.854
H 4.256 -0.384 -0.124
H 1.975 0.798 -0.943
H -0.046 -1.098 2.266
H 2.613 -0.304 4.388
H 2.828 2.123 4.469
Br -0.246 -6.273 -2.801
C -0.817 -4.838 -1.675
C -1.722 -5.281 -0.712
C -2.261 -4.405 0.204
C -1.886 -3.074 0.144
C -0.983 -2.643 -0.810
C -0.405 -3.500 -1.766
C 0.613 -3.034 -2.866
O 0.987 -3.918 -3.649
O 0.980 -1.835 -2.934
H -1.997 -6.326 -0.690
H -2.962 -4.755 0.952
H -2.290 -2.358 0.849
H -0.785 -1.576 -0.725
*
```

=====

No. 5
The following is a quantum chemistry calculation of C5H11NO in the gas phase, from the OMol25 dataset.

Values from the calculation:
Relative energy (zero: lowest compared OMol25 entry of this formula, charge and spin)   0.380 eV
E_LUMO   0.861 eV
Max |F|   0.32 eV Å⁻¹
Structure (SMILES)   CCN(C)C(C)=O
Electronic energy   -327.117364 hartree
Frontier orbital gap   0.367 Eh

Geometry as ORCA input:
```
! RIJCOSX wB97M-V def2-TZVPD def2/J DEFGRID3
* xyz 0 1
C -2.083 0.627 -0.748
C -1.432 -0.459 0.113
N -0.002 -0.248 0.293
C 0.438 0.491 1.462
C 0.840 -0.677 -0.694
C 2.319 -0.395 -0.502
O 0.420 -1.248 -1.692
H -3.163 0.668 -0.578
H -1.896 0.428 -1.808
H -1.671 1.616 -0.517
H -1.566 -1.437 -0.356
H -1.887 -0.500 1.109
H 0.766 -0.175 2.273
H 1.251 1.178 1.215
H -0.397 1.089 1.837
H 2.865 -0.927 -1.282
H 2.681 -0.711 0.482
H 2.517 0.679 -0.607
*
```